The following is a DFT calculation (wB97M-V/def2-TZVPD) of an isolated ion of composition C4H7FNO and charge -1 in a non-equilibrium geometry.

Element x y z (Å)
C 0.3338 -0.9570 0.8958
C 1.0373 -0.7075 -1.1898
C -0.7683 -0.2803 -0.0333
C -1.0658 1.1894 0.1824
N 1.4028 -0.5761 0.0527
O 2.4842 -0.0201 0.4700
F -2.0394 -0.9596 0.1927
H 0.4672 -0.5728 1.8570
H 0.0499 -2.0253 0.9556
H 0.4587 -1.6262 -1.6566
H 1.7644 -0.1598 -1.8605
H -0.1477 1.6844 -0.1018
H -1.3166 1.5819 1.1584
H -1.9363 1.5625 -0.4680

Atoms 1-3, force components in eV/Å:
C -2.459 0.222 -1.864
C -0.071 -0.937 -2.752
C -1.199 -0.455 0.593

Results
Charge   -1
E_HOMO   -1.313 eV
M   104.1 g/mol
Relative energy (zero: lowest compared OMol25 entry of this formula, charge and spin)   1.875 eV
Lowest unoccupied orbital energy   4.40 eV
Largest force on an atom   0.0602 Eh/bohr


The following is a DFT calculation (wB97M-V/def2-TZVPD) of one molecule with the formula C9H14N2OS in a non-equilibrium geometry.

Element x y z (Å)
C -3.1621 0.3347 0.0675
C -0.9612 -1.9126 0.6197
C 1.7337 0.6720 0.8280
C 2.0090 0.4779 -0.6016
C -1.8156 -1.4394 -0.6027
C -1.2966 -0.1448 -1.1537
C 0.9589 -0.2740 0.0424
C 2.7278 0.2942 1.9460
C 1.6184 1.6268 -1.5517
N -3.0108 -0.9875 0.0643
N -2.1037 0.8214 -0.7430
O -4.0351 0.9401 0.6263
S 0.7933 -1.9676 0.1549
H -1.0685 -1.1255 1.3671
H -1.1846 -2.9872 0.9887
H 1.2753 1.6349 1.0329
H 2.9686 0.0341 -0.7568
H -1.9847 -2.3150 -1.3368
H -0.6183 -0.0401 -1.9322
H 2.2325 0.1641 2.9430
H 3.6862 0.8797 2.1645
H 2.9508 -0.7467 1.7178
H 2.2065 2.4850 -1.8116
H 0.7994 2.1915 -0.9438
H 1.1097 1.2145 -2.5326
H -3.8586 -1.6000 0.1510
H -1.9705 1.7695 -0.7474

Atoms 1-3, force components in eV/Å:
C -0.086 0.431 -0.427
C 1.319 -1.887 -0.348
C 0.561 2.097 2.821

Results
Charge   0
E_HOMO (spin up / spin down)   -7.273 / -6.989 eV
M   198.3 g/mol
Relative energy (zero: lowest compared OMol25 entry of this formula, charge and spin)   5.427 eV
Lowest unoccupied orbital energy (spin up / spin down)   0.39 / 0.07 eV
Largest force on an atom   0.0729 Eh/bohr


The following is a DFT calculation (wB97M-V/def2-TZVPD) of a 2-piece molecular cluster, C12H16N2O overall in a non-equilibrium geometry.

Element x y z (Å)
C 1.6975 -0.8797 -1.2694
C 3.1728 -1.3257 -1.3321
C 1.5215 0.4882 -1.9034
C 0.6699 1.1888 -2.6286
C 2.1216 2.5980 -1.7224
N 2.3978 1.3538 -1.2686
N 0.9975 2.5400 -2.5452
H 1.0277 -1.6555 -1.8610
H 1.2358 -0.8437 -0.2400
H 3.8316 -0.6524 -0.7879
H -0.0521 1.0119 -3.3894
H 2.6443 3.4942 -1.4288
H 0.5449 3.2051 -3.1691
H 3.3973 -1.2694 -2.3967
H 3.2845 -2.3881 -1.0289
C -2.6018 -2.9282 -0.0345
C -1.5610 -0.5137 0.2534
C -2.0084 -1.8132 0.7663
C -1.1476 0.5331 1.0886
C -2.0529 -1.8602 2.1925
C -1.3120 0.3999 2.4573
C -1.7178 -0.7608 3.0462
O -0.7225 1.5352 3.2100
H -1.3587 -0.5248 -0.7451
H -0.4822 1.2590 0.6087
H -2.8083 -3.8210 0.6057
H -2.0452 -3.1152 -0.9393
H -2.2221 -2.8697 2.6414
H -1.6004 -0.9962 4.0985
H -0.5804 1.2744 4.1056
H -3.4938 -2.4054 -0.5393

Atoms 1-3, force components in eV/Å:
C -2.207 -1.648 -1.363
C -0.900 -0.587 -0.246
C 1.980 -0.820 3.358

Results
Charge   +1
E_HOMO (spin up / spin down)   -11.454 / -11.453 eV
M   204.3 g/mol
Relative energy (zero: lowest compared OMol25 entry of this formula, charge and spin)   3.331 eV
Lowest unoccupied orbital energy (spin up / spin down)   -3.85 / -7.93 eV
Multiplicity   2
⟨S²⟩   0.7666
Largest force on an atom   0.1227 Eh/bohr


The following is a DFT calculation (wB97M-V/def2-TZVPD) of C12H19F9Ni2O10 as an isolated structure in a non-equilibrium geometry.

Element x y z (Å)
Ni 3.1746 -1.6261 -1.9703
Ni 1.3633 -0.7901 -0.2489
O 3.0796 -1.9684 -0.1043
H 3.6368 -1.9638 0.6729
O 2.8327 0.1755 -1.5129
H 2.8430 1.1048 -1.7345
O 0.1423 -1.3905 1.0559
H -0.2982 -1.4136 1.8997
O 1.2695 -1.9046 -1.9550
H 0.6140 -2.0696 -2.6325
C 2.3841 -1.3099 3.8154
C 1.7325 0.0272 3.9859
O 2.6238 1.1059 3.6428
C 2.8993 1.2634 2.3660
O 2.4917 0.6155 1.4576
C 3.9071 2.4066 2.1993
F 3.2652 3.5781 2.4194
F 4.9165 2.3137 3.0589
F 4.3924 2.4170 0.9628
H 1.7737 -2.1575 4.1213
H 3.2976 -1.3753 4.4189
H 2.6541 -1.4735 2.7737
H 1.4510 0.2147 5.0197
H 0.8183 0.0959 3.3921
C -1.7293 -3.5816 -0.9899
C -2.2868 -2.2268 -0.6419
O -3.3373 -1.8579 -1.5875
C -2.9406 -1.2939 -2.6904
O -1.8340 -0.9261 -2.9754
C -4.1072 -1.0710 -3.6769
F -3.7642 -1.5138 -4.8849
F -5.2324 -1.6933 -3.3076
F -4.3672 0.2391 -3.7705
H -2.3566 -4.4147 -0.6653
H -0.8139 -3.7320 -0.4039
H -1.4437 -3.6385 -2.0378
H -1.4843 -1.5002 -0.6631
H -2.7698 -2.2168 0.3281
C -3.6122 1.9075 -0.6796
C -2.2091 1.5346 -0.2865
O -1.3421 2.6845 -0.4473
C -0.0780 2.4141 -0.6721
O 0.4290 1.3374 -0.6684
C 0.7749 3.6728 -0.9187
F 1.6692 3.7969 0.0612
F 1.4351 3.5380 -2.0728
F 0.0428 4.7915 -0.9736
H -4.0068 2.7431 -0.0972
H -4.2735 1.0514 -0.5424
H -3.6653 2.2267 -1.7224
H -1.8406 0.6829 -0.8599
H -2.1208 1.1708 0.7431

Atoms 1-3, force components in eV/Å:
Ni -0.791 0.763 0.608
Ni 0.930 0.171 0.114
O -0.482 -0.692 -0.011

Results
Charge   0
E_HOMO (spin up / spin down)   -8.790 / -8.673 eV
M   611.6 g/mol
Relative energy (zero: lowest compared OMol25 entry of this formula, charge and spin)   0.000 eV
Lowest unoccupied orbital energy (spin up / spin down)   -0.65 / -0.62 eV
Multiplicity   5
⟨S²⟩   6.0078
Largest force on an atom   0.0244 Eh/bohr


Q: Look up the charge of the fourth one.
A: 0